No. 1
C19H62O12 | ωB97M-V/def2-TZVPD

Structure (XYZ):
```
93
Properties=species:S:1:pos:R:3:lowdin_charge:R:1
C -4.16858 -3.61937 2.31712 -0.041
C -5.60144 -3.06036 2.45539 -0.490
C -5.67357 -1.52317 2.36713 -0.067
O -6.34108 -3.54352 1.35789 -0.068
H -3.58359 -3.16587 3.11726 0.073
H -3.70650 -3.27114 1.39337 0.079
H -4.12131 -4.70766 2.35574 0.077
H -6.17302 -3.33499 3.34195 0.129
H -5.15803 -1.15854 1.47867 0.078
H -5.14958 -1.14015 3.24282 0.071
H -6.66741 -1.07554 2.36280 0.073
H -7.27538 -3.40653 1.53084 0.086
C 3.00132 6.72909 -3.68638 -0.066
C 2.74062 5.23760 -4.02525 -0.508
C 3.14007 4.41793 -2.79530 -0.056
O 1.39039 5.02739 -4.35311 -0.045
H 4.06352 6.90495 -3.51636 0.074
H 2.41036 6.96725 -2.80200 0.076
H 2.76205 7.51051 -4.40764 0.068
H 3.36808 4.92295 -4.85915 0.130
H 4.19604 4.55952 -2.56512 0.079
H 2.94875 3.39793 -3.12860 0.081
H 2.59221 4.76446 -1.91901 0.079
H 1.23392 5.49064 -5.17926 0.090
C -1.81402 4.89353 -0.26363 -0.062
C -2.81929 3.99834 -1.00107 -0.476
C -3.95920 4.73200 -1.79966 -0.046
O -2.06017 3.16267 -1.85318 -0.068
H -1.33427 5.64956 -0.88520 0.078
H -1.18488 4.22669 0.32594 0.079
H -2.33911 5.52806 0.45034 0.071
H -3.31141 3.33495 -0.28985 0.129
H -4.38296 4.07924 -2.56283 0.071
H -3.61669 5.65983 -2.25782 0.069
H -4.74962 4.96833 -1.08726 0.068
H -1.52197 3.68962 -2.44837 0.084
C 3.27058 -6.00349 3.30461 -0.081
C 1.82136 -6.03388 3.86044 -0.334
O 1.32918 -7.26253 3.42307 -0.077
H 3.87762 -6.83068 3.67252 0.073
H 3.86364 -5.10652 3.48300 0.063
H 3.21296 -6.00406 2.21613 0.068
H 1.19408 -5.19687 3.55381 0.103
H 1.84958 -6.01620 4.94993 0.103
H 0.64032 -7.45501 4.06339 0.082
C 0.91083 -1.08350 -6.32976 -0.152
O 0.07588 -2.12425 -6.85589 -0.129
H 1.10570 -1.35180 -5.29143 0.072
H 1.80948 -0.91465 -6.92307 0.077
H 0.33575 -0.15775 -6.31056 0.068
H -0.78197 -2.00398 -6.44210 0.062
C 0.62473 -0.76187 0.64465 -0.164
O 0.10004 -1.13890 -0.62867 -0.122
H -0.17803 -0.64009 1.37188 0.071
H 1.25805 -1.53767 1.07494 0.075
H 1.18025 0.17465 0.59529 0.072
H -0.49453 -0.42264 -0.86331 0.068
C 4.82073 -2.64182 -2.81334 -0.195
O 4.93517 -2.70483 -4.19145 -0.112
H 5.77446 -2.37736 -2.35664 0.075
H 4.04513 -1.92814 -2.53550 0.074
H 4.52100 -3.62456 -2.44935 0.082
H 5.27865 -1.84817 -4.45553 0.075
C -4.50088 -0.76018 -5.03848 -0.164
O -4.00881 -2.08709 -5.16862 -0.127
H -3.80254 -0.06227 -5.50037 0.079
H -5.51695 -0.68234 -5.42531 0.073
H -4.59162 -0.54349 -3.97410 0.072
H -4.62717 -2.62887 -4.67294 0.071
C -1.46713 3.04867 6.20532 -0.181
O -1.43477 1.75364 5.64887 -0.115
H -2.34634 3.17821 6.83643 0.072
H -0.61789 3.36589 6.81052 0.072
H -1.62784 3.80446 5.43652 0.076
H -1.66999 1.07778 6.28878 0.075
C 4.05237 4.03370 3.13928 -0.185
O 5.11754 3.29502 3.65743 -0.114
H 4.31616 4.93146 2.58020 0.077
H 3.52910 3.45339 2.37933 0.068
H 3.34311 4.17718 3.95442 0.083
H 5.76363 3.18146 2.95652 0.078
C -0.60512 -6.29251 -1.72140 -0.163
O -0.56828 -5.21737 -2.64344 -0.129
H -1.60805 -6.40653 -1.31004 0.069
H -0.28291 -7.21744 -2.19973 0.081
H 0.02609 -5.94082 -0.90532 0.074
H -0.66041 -4.42595 -2.10793 0.065
C 3.08035 -0.33395 6.23567 -0.147
O 4.50193 -0.19470 5.99343 -0.127
H 2.67565 0.64090 6.50764 0.068
H 2.51159 -0.55921 5.33353 0.066
H 2.85403 -1.05884 7.01760 0.077
H 4.65037 0.61993 5.50770 0.059
```

Output
Structure (SMILES) = CC(C)O.CC(C)O.CC(C)O.CCO.CO.CO.CO.CO.CO.CO.CO.CO
Maximum force = 0.044 Eh/bohr
Molar mass = 482.7 g/mol

No. 2
C19H64InO12 | ωB97M-V/def2-TZVPD

Structure (XYZ):
```
96
Properties=species:S:1:pos:R:3:lowdin_charge:R:1
C -4.68875 1.42099 2.15572 -0.122
O -3.68190 1.41133 3.14061 -0.191
C -2.38854 1.37757 2.55689 -0.243
C -1.35006 1.15902 3.63547 -0.165
C 0.07157 1.06394 3.06908 -0.195
C 0.45795 -0.31551 2.51613 -0.200
C 0.09902 -0.63876 1.05777 -0.206
C 0.36199 0.46457 0.01053 -0.303
C -0.87848 0.98985 -0.74864 -0.346
In -1.06702 3.21399 -0.81049 0.338
H -4.47856 2.15309 1.36714 0.077
H -4.79641 0.43096 1.69018 0.082
H -5.62485 1.68682 2.64993 0.080
H -2.33820 0.57771 1.80654 0.106
H -2.19936 2.32061 2.02907 0.088
H -1.40826 1.99263 4.34201 0.110
H -1.58963 0.24626 4.19265 0.109
H 0.20756 1.84431 2.31282 0.087
H 0.76165 1.29979 3.88579 0.104
H -0.05816 -1.05732 3.14096 0.073
H 1.52866 -0.48084 2.67650 0.103
H -0.93971 -0.97948 0.99123 0.090
H 0.69690 -1.51652 0.78434 0.088
H 1.04071 0.05227 -0.73809 0.069
H 0.91288 1.28852 0.47632 0.054
H -0.80386 0.68195 -1.79763 -0.007
H -1.79940 0.53588 -0.36524 0.008
H -0.96812 3.80619 -2.48306 -0.106
H -2.56739 3.75043 -0.00991 -0.135
H 0.35668 3.82100 0.09818 -0.124
C 3.35970 1.18425 -2.83898 -0.142
O 3.17862 0.14698 -1.88570 -0.142
H 2.57214 1.07835 -3.58191 0.062
H 3.27068 2.17336 -2.38429 0.086
H 4.33620 1.10382 -3.32821 0.076
H 3.84920 0.24270 -1.20001 0.033
C -3.58928 5.89621 -4.30867 -0.177
O -3.52159 5.29015 -3.03763 -0.147
H -2.70952 5.56092 -4.85665 0.061
H -4.47725 5.57029 -4.86553 0.070
H -3.57374 6.99197 -4.28898 0.072
H -4.25205 5.57917 -2.48546 0.072
C 5.89973 -0.11719 1.34907 -0.138
O 5.49886 -0.02839 -0.01419 -0.132
H 6.16367 0.88982 1.66294 0.081
H 5.09149 -0.48051 1.98768 0.078
H 6.77255 -0.76337 1.46963 0.076
H 5.28457 -0.91626 -0.32027 0.078
C -1.58608 -3.62250 3.14028 -0.128
O -0.24716 -3.66214 2.65085 -0.136
H -1.72865 -2.64800 3.60378 0.072
H -2.29710 -3.73996 2.32244 0.056
H -1.76247 -4.39718 3.89243 0.079
H -0.10997 -4.51994 2.24070 0.062
C 2.60918 -3.63971 4.61886 -0.163
O 1.95661 -2.41048 4.87902 -0.124
H 3.33233 -3.81786 5.41329 0.075
H 1.89577 -4.46980 4.60219 0.072
H 3.14243 -3.61416 3.66432 0.060
H 1.32670 -2.27201 4.16069 0.029
C -4.27079 -4.17868 -0.13435 -0.150
O -3.04812 -4.76717 0.30805 -0.139
H -4.34665 -3.20428 0.34210 0.078
H -4.26848 -4.03254 -1.21531 0.067
H -5.12807 -4.79124 0.16002 0.073
H -2.96896 -5.62737 -0.11214 0.072
C -0.45877 3.05755 -5.81436 -0.188
O -0.53882 4.18339 -4.97393 -0.179
H -0.02087 3.38685 -6.75755 0.069
H 0.18158 2.27326 -5.39382 0.062
H -1.44228 2.62150 -6.02632 0.072
H -0.89882 3.92368 -4.10279 -0.038
C 0.99766 4.61596 3.65392 -0.170
O 2.35096 4.55731 3.21879 -0.133
H 0.84407 5.60001 4.09310 0.074
H 0.30802 4.48813 2.81616 0.061
H 0.79145 3.85365 4.41206 0.065
H 2.47193 3.71295 2.77391 0.065
C 2.77783 -4.50570 0.85222 -0.156
O 4.01170 -5.03058 1.33257 -0.128
H 2.66204 -3.51129 1.27657 0.069
H 2.77619 -4.42368 -0.23732 0.079
H 1.93334 -5.11988 1.17639 0.070
H 4.12588 -5.91323 0.97111 0.069
C -2.21262 -1.42047 -3.26508 -0.147
O -2.30305 -2.52084 -2.36413 -0.131
H -3.02413 -1.53899 -3.98188 0.076
H -2.32940 -0.46572 -2.74992 0.059
H -1.26484 -1.42253 -3.81055 0.071
H -1.60448 -2.42430 -1.70884 0.070
C 1.96943 -1.40573 -5.13846 -0.158
O 1.21255 -2.60265 -5.29159 -0.128
H 1.38699 -0.60545 -5.59022 0.075
H 2.14407 -1.16441 -4.08751 0.061
H 2.93255 -1.46930 -5.65422 0.077
H 1.69642 -3.31796 -4.87116 0.068
```

Output
Net charge = -1
Maximum force = 0.007 Eh/bohr
Molar mass = 599.5 g/mol

No. 3
C19H65O18 | ωB97M-V/def2-TZVPD

Structure (XYZ):
```
102
Properties=species:S:1:pos:R:3:lowdin_charge:R:1
C -3.81481 1.36426 -1.39348 -0.100
O -3.04233 0.34824 -2.11491 -0.234
C -2.93006 -0.84801 -1.27794 -0.187
C -1.38036 -1.34456 -1.37750 -0.177
O -0.44100 -0.25911 -1.45779 -0.197
C -0.33252 0.46682 -0.21542 -0.108
C -0.17048 2.03615 -0.61708 -0.520
O 0.17437 2.28093 -1.83203 -0.082
O -0.42307 3.06884 0.26629 -0.205
H -4.86065 0.94361 -1.22179 0.094
H -3.30122 1.67446 -0.40902 0.087
H -3.79438 2.29420 -2.06383 0.106
H -3.66715 -1.67794 -1.59346 0.123
H -3.07708 -0.59297 -0.15853 0.113
H -1.32401 -1.89806 -2.39136 0.115
H -1.14008 -2.13050 -0.58599 0.109
H 0.56252 0.12771 0.42572 0.127
H -1.25115 0.40277 0.45736 0.117
C 1.94189 -1.19932 -4.08198 -0.157
O 1.94527 -0.07828 -3.21230 -0.130
H 2.91806 -1.27489 -4.56356 0.066
H 1.74961 -2.11129 -3.51053 0.063
H 1.17088 -1.07063 -4.84683 0.083
H 1.06807 -0.03195 -2.80048 0.056
C 2.28546 -2.45400 -0.59602 -0.136
O 0.99544 -2.50186 -0.00864 -0.139
H 2.19103 -2.09277 -1.61817 0.042
H 2.92223 -1.77110 -0.02805 0.091
H 2.72479 -3.45483 -0.60431 0.072
H 1.10562 -2.82362 0.89634 0.070
C -3.96007 4.02951 1.52890 -0.153
O -4.77721 3.85551 0.37978 -0.141
H -3.00128 3.53725 1.35736 0.064
H -3.79231 5.09538 1.70437 0.074
H -4.44738 3.58039 2.39955 0.070
H -5.61811 4.30020 0.55696 0.041
C -0.52055 -2.23034 3.83674 -0.177
O 0.50793 -1.57689 3.11318 -0.121
H -0.96735 -2.99686 3.20133 0.078
H -0.10041 -2.69947 4.72857 0.067
H -1.28584 -1.50516 4.12118 0.068
H 0.88380 -0.90598 3.69819 0.073
C 3.89080 -6.10253 0.96710 -0.171
O 4.07920 -4.82470 1.55416 -0.129
H 2.83723 -6.37251 1.04360 0.077
H 4.18000 -6.07095 -0.08667 0.075
H 4.49359 -6.84523 1.49706 0.070
H 5.01660 -4.60949 1.47320 0.079
C 0.68750 -0.46146 7.29371 -0.141
O -0.12270 -0.64731 6.14125 -0.143
H 1.65016 -0.94631 7.13050 0.077
H 0.84490 0.60643 7.46415 0.081
H 0.19870 -0.91087 8.16176 0.075
H -0.96606 -0.20974 6.31221 0.088
C 2.72159 4.32848 1.50620 -0.173
O 2.73493 2.95168 1.84190 -0.142
H 3.73285 4.72626 1.60840 0.069
H 2.38643 4.44996 0.47355 0.064
H 2.05049 4.86495 2.18275 0.072
H 1.82685 2.62867 1.74087 0.057
C -1.14667 -5.03454 -2.40330 -0.154
O -1.39390 -4.09552 -3.43887 -0.137
H -1.31487 -4.54932 -1.44180 0.072
H -1.82842 -5.88361 -2.50430 0.072
H -0.11073 -5.37951 -2.45733 0.077
H -1.23840 -4.54754 -4.27721 0.076
C -4.72177 -1.12307 -5.43611 -0.165
O -4.38823 -1.54451 -4.12506 -0.138
H -5.77986 -1.32195 -5.61129 0.072
H -4.53376 -0.05092 -5.53790 0.079
H -4.12425 -1.67702 -6.16574 0.071
H -3.44889 -1.35651 -3.99537 0.063
C 2.91355 5.42512 -2.65123 -0.179
O 2.95811 4.04795 -2.32363 -0.140
H 3.91940 5.83988 -2.56750 0.074
H 2.55541 5.55026 -3.67752 0.063
H 2.24808 5.94780 -1.95861 0.075
H 2.05235 3.70434 -2.40489 0.062
C 5.70919 -1.63023 -3.06020 -0.156
O 5.03746 -1.76762 -1.81820 -0.133
H 6.56232 -2.31001 -3.07571 0.072
H 5.02990 -1.88456 -3.87761 0.062
H 6.06345 -0.60299 -3.17664 0.082
H 4.28749 -1.15567 -1.83053 0.061
C 3.00002 3.07045 -5.61165 -0.161
O 3.29938 1.71149 -5.34999 -0.132
H 3.71404 3.45844 -6.34016 0.073
H 1.98787 3.15214 -6.01825 0.078
H 3.07819 3.64472 -4.68508 0.047
H 2.64921 1.40465 -4.70142 0.048
C -8.93585 5.19643 1.65242 -0.157
O -7.69112 5.45280 1.01970 -0.127
H -8.74966 4.87612 2.67756 0.080
H -9.53923 6.10782 1.66243 0.074
H -9.46585 4.40459 1.11697 0.077
H -7.88335 5.73386 0.11628 0.083
C 2.33383 -3.16863 9.54218 -0.170
O 2.52723 -1.88977 10.12734 -0.135
H 1.27921 -3.43482 9.61494 0.079
H 2.62749 -3.13846 8.48986 0.073
H 2.93158 -3.91274 10.07503 0.073
H 3.46607 -1.68032 10.04866 0.077
```

Output
Net charge = -1
Maximum force = 0.108 Eh/bohr
Molar mass = 581.7 g/mol

| no. | HOMO (eV) |
| --- | --- |
| 1 | -9.72 |
| 2 | -4.62 |
| 3 | -4.48 |